DFT (ωB97M-V/def2-TZVPD) results for a cluster of 15 separate species, H30O15 in total in a non-equilibrium geometry.

- E_tot: -1146.43450 hartree
- LUMO: -0.6 eV
- Largest force on an atom: 0.1629 Eh/bohr
- HOMO-LUMO gap: 8.491 eV

```
45
Properties=species:S:1:pos:R:3:forces:R:3
O 0.1625 -0.5354 -0.2130 0.69 0.32 -0.06
H 4.1374 2.3540 -1.7703 -0.89 -1.16 -0.40
O 1.6815 0.6293 -1.9285 0.25 0.01 -1.33
H 4.6660 -0.8560 -2.5338 1.07 0.30 -0.21
H 0.0921 0.9302 3.9195 -0.19 -0.21 -0.49
O 4.6552 3.1163 -1.6022 0.73 1.09 0.39
O -2.1125 -3.1726 0.4750 1.02 1.24 -0.32
H 2.4629 -2.5971 4.1866 0.10 0.07 0.03
H 3.2879 -1.2870 -2.4845 0.86 -0.53 1.09
O -3.6978 1.1399 -3.0861 0.13 -1.53 -2.52
O 2.2950 -2.2232 3.3183 -0.53 -0.27 -0.02
O 4.0988 -1.2947 -1.9068 -1.82 0.22 -1.72
H 0.3049 0.3824 -0.5358 -0.71 -1.04 0.15
H -2.9461 -0.1825 1.3518 -0.67 1.03 -0.27
O -3.3414 0.1827 0.5235 1.40 -0.89 1.62
H 4.8893 -0.9503 0.8705 2.10 0.46 0.79
H 1.9649 -3.3241 0.1721 0.62 0.58 0.17
H -3.1040 0.5084 -3.6103 -1.19 1.43 1.63
H 0.3878 0.4152 2.5253 1.75 -0.81 -1.38
H 4.8794 3.0607 -0.6686 0.09 0.08 0.03
H 3.7268 -0.5109 0.0883 -0.01 -0.35 -0.14
H -4.5088 2.3429 2.6818 0.73 -0.47 -0.21
O 1.1556 -3.8103 0.0934 1.17 -2.42 1.85
H 0.6131 -3.3471 -0.4673 -1.60 1.95 -2.05
H 2.2675 3.8577 0.2639 0.06 0.42 -0.01
H -2.9839 1.8713 2.9162 -2.69 -0.66 -1.18
H -1.3725 -3.2975 -0.1434 -0.44 -0.11 0.52
O -0.3096 0.6666 3.0753 -1.69 0.95 1.80
H 2.9748 -1.5775 3.1505 0.45 0.20 -0.09
H -3.2420 1.4786 -2.3409 1.00 0.19 0.97
O 2.4224 4.7150 0.6833 -2.03 -2.15 2.21
H -2.7116 -3.8764 0.3066 -0.73 -1.02 -0.18
H -3.8293 -2.4407 -2.1307 -0.01 0.93 -1.14
H 2.2712 0.3486 -1.2157 -0.14 -0.53 -0.63
O -3.8802 1.6342 2.4453 3.47 -0.35 6.28
H -4.9461 -1.8420 -2.9477 -0.34 0.29 -0.20
H -4.4504 2.6798 -0.2239 -0.39 -0.57 1.08
O -3.9902 -1.8198 -2.8921 0.46 -1.33 1.38
H 2.9513 5.1938 0.1238 1.98 1.72 -2.26
H -0.7447 -0.6692 0.0490 -0.42 0.39 0.22
O -4.5328 2.4068 0.7231 -2.89 6.01 -5.07
H 1.6531 -0.0477 -2.6612 0.10 1.02 1.62
H -3.1699 -0.5677 -0.0013 -0.15 -1.39 -1.86
O 4.0648 -1.2599 0.5871 -1.96 -0.28 0.34
H -4.1919 1.5752 0.8342 1.25 -2.85 -0.42
```
Forces are in eV/Å.

For each atom in turn, the Mulliken charge in e is: atom 1 (O): -0.52, atom 2 (H): 0.31, atom 3 (O): -0.62, atom 4 (H): 0.31, atom 5 (H): 0.29, atom 6 (O): -0.62, atom 7 (O): -0.56, atom 8 (H): 0.29, atom 9 (H): 0.26, atom 10 (O): -0.61, atom 11 (O): -0.59, atom 12 (O): -0.55, atom 13 (H): 0.33, atom 14 (H): 0.33, atom 15 (O): -0.72, atom 16 (H): 0.26, atom 17 (H): 0.32, atom 18 (H): 0.30, atom 19 (H): 0.29, atom 20 (H): 0.32, atom 21 (H): 0.24, atom 22 (H): 0.33, atom 23 (O): -0.60, atom 24 (H): 0.29, atom 25 (H): 0.30, atom 26 (H): 0.30, atom 27 (H): 0.27, atom 28 (O): -0.56, atom 29 (H): 0.30, atom 30 (H): 0.29, atom 31 (O): -0.61, atom 32 (H): 0.27, atom 33 (H): 0.28, atom 34 (H): 0.33, atom 35 (O): -0.66, atom 36 (H): 0.31, atom 37 (H): 0.25, atom 38 (O): -0.58, atom 39 (H): 0.31, atom 40 (H): 0.21, atom 41 (O): -0.61, atom 42 (H): 0.27, atom 43 (H): 0.29, atom 44 (O): -0.53, atom 45 (H): 0.50